[1]
The following is a quantum chemistry calculation of a cluster of 14 separate species, C80H176N16O22P4 in total at a distorted geometry, from the Open Molecules 2025 dataset.

The calculation puts the max |F| at 3.68 eV/A. The total charge is 0.

```
298
Properties=species:S:1:pos:R:3:mulliken_charge:R:1
N -3.17 6.38 -4.21 -0.625
C -3.49 5.07 -4.22 -0.944
C -2.55 4.08 -4.68 0.520
C -1.48 4.50 -5.39 -0.326
C -1.20 5.87 -5.42 -0.459
C -2.02 6.75 -4.79 -0.520
H -4.43 4.77 -3.77 0.587
H -2.86 3.05 -4.64 0.232
H -0.83 3.80 -5.89 0.694
H -0.34 6.24 -5.96 0.463
H -1.74 7.79 -4.72 0.357
N 0.62 -6.45 1.11 -0.461
C 1.78 -5.92 1.58 -0.521
C 1.80 -5.07 2.72 -0.086
C 0.58 -4.90 3.47 -0.251
C -0.58 -5.52 2.97 -0.315
C -0.53 -6.19 1.78 -0.850
H 2.71 -6.10 1.08 0.517
H 2.71 -4.54 2.95 0.419
H 0.52 -4.37 4.41 0.470
H -1.48 -5.44 3.56 0.543
H -1.39 -6.63 1.31 0.577
N 1.35 3.50 -1.54 0.442
C 0.48 4.13 -2.28 -0.662
C -0.51 4.93 -1.72 -0.241
C -0.39 5.28 -0.38 -0.733
C 0.61 4.73 0.39 -0.474
C 1.42 3.79 -0.23 -0.850
H 0.50 3.89 -3.33 0.303
H -1.34 5.35 -2.26 0.584
H -1.08 5.91 0.16 0.399
H 0.78 4.96 1.43 0.190
H 2.20 3.35 0.38 0.865
N -1.49 -1.56 -0.16 1.022
C -0.71 -1.91 0.88 -0.163
C 0.43 -1.14 1.18 -0.430
C 0.78 -0.08 0.36 0.712
C -0.04 0.30 -0.71 -0.497
C -1.11 -0.56 -1.00 0.366
H -1.00 -2.73 1.52 -0.211
H 1.01 -1.39 2.06 -0.057
H 1.64 0.51 0.63 -0.424
H 0.21 1.17 -1.29 0.038
H -1.76 -0.21 -1.79 -0.618
O -1.20 -0.13 5.18 -0.054
P -1.66 -1.20 6.10 -0.291
N -2.97 -2.10 5.48 0.705
C -3.02 -2.48 4.04 -0.826
C -3.98 -2.78 6.24 -1.455
N -2.18 -0.57 7.60 0.093
C -1.20 -0.20 8.64 -0.712
C -3.23 0.40 7.58 -1.073
N -0.48 -2.38 6.58 0.872
C 0.94 -2.07 6.62 -1.156
C -0.85 -3.46 7.49 -1.139
H -2.94 -3.54 3.82 0.189
H -2.36 -1.88 3.41 -0.343
H -3.96 -2.11 3.63 0.651
H -4.95 -2.40 5.93 0.307
H -3.96 -2.55 7.30 0.431
H -3.89 -3.86 6.18 0.295
H -0.43 -0.95 8.75 0.201
H -0.75 0.78 8.46 0.099
H -1.71 -0.08 9.60 0.400
H -3.60 0.68 8.57 0.469
H -2.89 1.30 7.08 0.149
H -4.03 0.06 6.92 0.286
H 1.53 -2.97 6.44 0.406
H 1.22 -1.31 5.89 0.204
H 1.23 -1.72 7.61 0.370
H -1.88 -3.79 7.37 0.255
H -0.72 -3.14 8.52 0.298
H -0.15 -4.29 7.35 0.387
O -5.44 3.41 1.17 -0.944
P -4.80 2.08 0.86 0.244
N -5.88 0.79 0.82 0.278
C -5.49 -0.53 0.52 -1.066
C -7.38 1.01 0.69 -0.935
N -3.78 1.53 2.13 0.589
C -4.33 1.68 3.45 -1.229
C -2.61 0.65 1.95 1.667
N -3.98 2.07 -0.66 1.015
C -4.76 1.99 -1.88 -0.134
C -2.84 2.93 -0.88 -0.251
H -4.67 -0.64 -0.20 -0.121
H -6.35 -1.13 0.22 0.800
H -5.01 -0.93 1.41 0.121
H -7.85 0.21 1.26 0.378
H -7.62 0.86 -0.37 0.202
H -7.71 1.99 1.04 0.363
H -4.14 2.67 3.85 0.283
H -5.40 1.47 3.48 0.384
H -3.86 1.05 4.20 0.282
H -2.07 0.95 1.06 -1.105
H -2.01 0.58 2.86 0.068
H -2.85 -0.39 1.72 -0.353
H -5.50 2.80 -1.89 0.512
H -4.20 2.08 -2.81 -0.579
H -5.33 1.06 -1.93 -0.307
H -3.12 3.94 -1.19 0.707
H -2.17 2.54 -1.64 -0.285
H -2.15 2.88 -0.04 -0.531
O 6.50 2.26 -0.13 -0.523
P 6.83 3.68 0.08 -0.084
N 8.00 4.32 -1.05 0.427
C 8.42 5.72 -1.12 -1.050
C 8.94 3.25 -1.56 -0.865
N 7.57 3.91 1.61 0.398
C 7.80 5.28 2.19 -1.168
C 8.22 2.76 2.29 -0.771
N 5.52 4.75 -0.10 0.325
C 5.04 5.07 -1.47 -0.962
C 4.55 4.59 1.02 -0.770
H 9.09 5.79 -1.97 0.343
H 9.03 6.01 -0.26 0.327
H 7.53 6.34 -1.21 0.279
H 8.49 2.28 -1.77 0.151
H 9.71 3.08 -0.81 0.314
H 9.47 3.57 -2.46 0.373
H 7.07 5.50 2.97 0.314
H 8.79 5.33 2.65 0.408
H 7.77 6.01 1.38 0.363
H 7.52 1.94 2.50 -0.007
H 9.01 2.42 1.62 0.266
H 8.62 3.02 3.27 0.438
H 4.00 5.41 -1.49 0.401
H 5.58 5.79 -2.08 0.224
H 5.09 4.17 -2.08 0.261
H 4.18 3.57 1.16 0.008
H 3.74 5.32 1.03 0.412
H 5.09 4.90 1.91 0.129
O 2.90 4.43 4.41 -0.933
P 1.48 4.35 4.86 0.133
N 0.40 3.55 3.83 0.877
C 0.95 2.56 2.87 -0.237
C -1.03 3.36 4.11 -1.222
N 0.75 5.86 5.19 0.406
C 0.95 6.63 6.41 -1.172
C 0.31 6.68 4.02 -0.844
N 1.29 3.54 6.32 0.499
C 2.27 2.49 6.60 -1.026
C 0.04 3.38 7.03 -0.677
H 1.88 2.89 2.42 -0.717
H 0.23 2.34 2.07 0.223
H 1.34 1.71 3.43 0.671
H -1.21 2.54 4.81 -0.032
H -1.58 3.12 3.21 0.324
H -1.36 4.33 4.50 0.444
H -0.02 6.92 6.83 0.352
H 1.40 6.04 7.21 0.347
H 1.58 7.50 6.24 0.360
H -0.09 6.03 3.25 0.158
H -0.39 7.44 4.38 0.385
H 1.19 7.17 3.59 0.280
H 2.22 2.09 7.62 0.360
H 1.92 1.70 5.95 0.248
H 3.29 2.76 6.31 0.278
H -0.39 2.41 6.80 -0.304
H -0.73 4.11 6.80 0.334
H 0.29 3.42 8.09 0.514
C 3.53 1.20 -3.73 -0.687
O 4.24 0.14 -3.24 -0.260
C 5.03 0.51 -2.11 -0.032
C 5.68 -0.68 -1.41 0.248
O 6.72 -1.29 -2.20 -0.456
C 6.27 -2.12 -3.30 -0.106
C 7.38 -3.14 -3.83 -0.797
O 7.45 -4.31 -3.07 -0.388
C 7.92 -4.26 -1.74 -0.265
H 4.21 1.94 -4.15 0.351
H 2.87 1.64 -2.97 0.311
H 2.93 1.03 -4.62 0.228
H 4.34 0.98 -1.41 -0.064
H 5.82 1.21 -2.40 0.202
H 4.92 -1.44 -1.26 -0.296
H 6.06 -0.46 -0.41 0.285
H 6.08 -1.37 -4.07 0.347
H 5.37 -2.70 -3.07 0.134
H 8.34 -2.65 -3.94 0.402
H 7.11 -3.42 -4.85 0.330
H 7.45 -3.48 -1.15 -0.063
H 8.99 -4.08 -1.78 0.335
H 7.78 -5.23 -1.25 0.200
C 5.38 -6.75 4.07 -0.962
O 5.04 -5.62 3.25 0.023
C 6.17 -5.07 2.65 -1.110
C 5.78 -3.97 1.60 -0.601
O 4.79 -3.03 2.10 0.369
C 5.28 -2.01 2.97 -0.889
C 4.11 -0.98 3.22 -0.660
O 3.73 -0.30 2.04 0.675
C 4.50 0.83 1.66 -0.476
H 5.81 -7.51 3.42 0.359
H 4.52 -7.16 4.60 0.224
H 6.17 -6.45 4.76 0.342
H 6.79 -5.80 2.13 0.535
H 6.85 -4.62 3.37 0.396
H 5.34 -4.33 0.67 0.350
H 6.67 -3.47 1.23 0.309
H 6.20 -1.54 2.62 0.445
H 5.65 -2.43 3.91 0.399
H 4.27 -0.25 4.01 0.531
H 3.26 -1.56 3.58 0.035
H 4.39 1.60 2.42 0.609
H 4.24 1.35 0.73 -0.977
H 5.55 0.54 1.65 0.171
C 2.46 -3.33 -0.72 1.503
O 2.82 -4.12 -1.82 -0.573
C 2.59 -3.58 -3.05 -0.294
C 1.08 -3.35 -3.28 0.384
O 0.35 -4.54 -3.47 -0.515
C -0.07 -5.18 -2.21 0.637
C -1.09 -6.34 -2.32 -1.123
O -2.41 -5.91 -2.60 -0.121
C -2.64 -5.69 -4.00 -0.395
H 2.87 -2.32 -0.73 -0.001
H 2.93 -3.84 0.12 -0.913
H 1.38 -3.25 -0.62 -0.295
H 3.01 -4.32 -3.73 0.308
H 3.12 -2.63 -3.10 -0.195
H 0.96 -2.80 -4.21 0.703
H 0.65 -2.70 -2.51 -0.408
H -0.58 -4.47 -1.55 -0.348
H 0.84 -5.48 -1.70 0.424
H -1.15 -6.64 -1.27 0.153
H -0.69 -7.19 -2.87 0.430
H -2.82 -6.59 -4.60 0.276
H -1.95 -4.99 -4.47 0.230
H -3.60 -5.18 -4.07 -0.003
C 2.35 4.37 -6.00 -0.485
O 1.45 3.52 -6.60 -0.123
C 2.07 2.44 -7.29 -0.322
C 1.17 1.26 -7.56 -0.636
O 0.77 0.59 -6.38 -0.455
C -0.14 1.28 -5.56 -0.221
C -0.78 0.34 -4.54 1.264
O -1.76 -0.60 -5.10 -0.676
C -2.28 -1.60 -4.17 0.420
H 3.00 4.92 -6.68 0.357
H 2.95 3.81 -5.28 0.052
H 1.78 5.10 -5.42 0.126
H 2.79 2.04 -6.58 0.090
H 2.63 2.67 -8.20 0.483
H 1.74 0.48 -8.07 0.466
H 0.33 1.52 -8.20 0.280
H -0.85 1.66 -6.29 0.751
H 0.27 2.16 -5.06 -0.605
H -1.37 1.01 -3.91 -0.551
H 0.02 -0.23 -4.05 0.103
H -2.94 -1.13 -3.44 -0.313
H -1.67 -2.29 -3.59 -0.297
H -2.84 -2.25 -4.85 0.490
C -9.61 -1.00 -2.90 -0.817
O -8.44 -1.28 -3.65 -0.392
C -7.27 -1.63 -2.92 -0.021
C -6.07 -1.66 -3.87 0.166
O -5.63 -0.33 -4.37 0.062
C -6.55 0.44 -5.05 -0.677
C -5.95 1.77 -5.57 0.123
O -6.97 2.63 -6.06 -0.402
C -6.41 3.77 -6.76 -0.627
H -9.99 -1.97 -2.59 0.336
H -10.45 -0.62 -3.48 0.309
H -9.53 -0.38 -2.01 0.243
H -7.37 -2.69 -2.69 0.633
H -7.01 -0.98 -2.09 -0.059
H -6.32 -2.30 -4.72 0.476
H -5.27 -2.19 -3.33 -0.892
H -7.46 0.73 -4.52 0.251
H -6.93 -0.13 -5.90 0.351
H -5.20 1.54 -6.33 0.329
H -5.42 2.22 -4.73 -0.189
H -7.21 4.27 -7.29 0.301
H -5.70 3.50 -7.54 0.292
H -5.93 4.44 -6.04 0.222
C -5.46 -4.35 1.61 -0.286
O -4.71 -5.38 0.93 -0.529
C -3.88 -5.06 -0.12 -0.041
C -4.53 -4.12 -1.15 1.697
O -5.82 -4.55 -1.51 -0.151
C -5.86 -5.77 -2.26 -0.318
C -7.16 -5.71 -3.12 -0.821
O -6.88 -4.71 -4.13 -0.168
C -7.89 -4.47 -5.11 -0.907
H -5.95 -4.83 2.45 0.361
H -6.25 -3.95 0.97 0.096
H -4.77 -3.56 1.91 0.048
H -3.74 -6.02 -0.61 0.096
H -2.92 -4.77 0.31 -0.162
H -3.86 -3.96 -2.00 -0.353
H -4.74 -3.12 -0.77 -0.467
H -6.02 -6.53 -1.50 0.303
H -4.94 -6.03 -2.80 0.105
H -8.02 -5.33 -2.56 0.320
H -7.40 -6.70 -3.50 0.472
H -8.39 -5.30 -5.61 0.386
H -7.56 -3.88 -5.96 0.281
H -8.65 -3.86 -4.61 0.262
```

[2]
The following is a quantum chemistry calculation of a structure of composition C82H66AsN2OP2S4Zr at a distorted geometry, from the Open Molecules 2025 dataset.

The calculation puts the energy above the lowest of the compared OMol25 structures with the same formula, charge and spin at 2.015 eV. The calculation puts the max |F| at 1.96 eV/A. The total charge is -1.

```
159
Properties=species:S:1:pos:R:3:mulliken_charge:R:1
Zr 0.31 0.57 0.12 -3.918
S 1.04 4.60 -0.02 -0.409
P 2.11 3.26 -1.00 1.226
C 1.48 1.72 -1.61 -0.710
P 0.08 2.25 -2.50 2.400
S -1.61 2.24 -1.39 -0.375
C -0.07 1.19 -4.00 -0.203
C 1.00 0.41 -4.42 0.190
C 0.91 -0.29 -5.62 -0.498
C -0.24 -0.20 -6.40 -0.891
C -1.30 0.60 -5.98 -0.899
C -1.21 1.30 -4.79 -0.296
C -0.03 3.85 -3.42 0.970
C -0.70 4.93 -2.85 -0.734
C -0.81 6.13 -3.54 -1.017
C -0.26 6.25 -4.81 -0.603
C 0.40 5.17 -5.38 -0.882
C 0.52 3.98 -4.69 -0.578
C 2.84 4.16 -2.45 0.838
C 3.55 3.43 -3.40 -0.347
C 4.02 4.05 -4.54 -0.655
C 3.80 5.41 -4.75 -0.493
C 3.12 6.14 -3.78 -0.636
C 2.65 5.52 -2.64 -0.579
C 3.72 2.81 -0.24 0.495
C 4.55 3.83 0.23 -0.074
C 5.83 3.53 0.68 -0.821
C 6.28 2.22 0.67 -0.515
C 5.46 1.21 0.20 -0.618
C 4.18 1.50 -0.26 -0.692
H 1.89 0.38 -3.82 0.082
H 1.73 -0.91 -5.95 0.449
H -0.30 -0.74 -7.33 0.396
H -2.19 0.68 -6.60 0.557
H -2.03 1.93 -4.46 0.569
H -1.14 4.83 -1.87 0.482
H -1.33 6.96 -3.09 0.451
H -0.36 7.18 -5.36 0.393
H 0.84 5.27 -6.37 0.433
H 1.05 3.15 -5.15 0.458
H 3.72 2.37 -3.24 0.247
H 4.56 3.48 -5.29 0.396
H 4.14 5.88 -5.66 0.380
H 2.95 7.20 -3.94 0.440
H 2.10 6.08 -1.89 0.390
H 4.18 4.85 0.23 0.496
H 6.47 4.33 1.04 0.404
H 7.28 1.99 1.01 0.363
H 5.81 0.19 0.19 0.438
H 3.53 0.72 -0.62 0.074
C -1.60 -4.96 -0.96 -1.301
C -1.93 -5.43 0.45 2.367
C -0.97 -6.57 0.82 -2.148
C -3.37 -5.96 0.48 -2.182
C -1.80 -4.31 1.48 0.763
C -2.26 -4.52 2.78 0.040
C -2.20 -3.55 3.75 -1.402
C -1.65 -2.32 3.42 1.002
S -1.41 -0.93 4.42 -0.693
C -0.71 -0.08 3.04 1.520
N -0.65 -0.80 1.94 1.082
C -1.17 -2.07 2.12 -1.721
C -1.25 -3.07 1.16 -0.004
C -0.12 1.21 3.18 1.174
C -0.04 1.80 4.45 -1.400
C 0.78 2.87 4.66 -1.283
C 1.61 3.30 3.62 -1.578
C 1.52 2.71 2.38 0.653
C 0.58 1.72 2.05 1.166
H -1.82 -5.74 -1.69 0.597
H -0.54 -4.71 -1.04 0.063
H -2.18 -4.07 -1.22 -0.086
H -1.01 -7.37 0.07 0.507
H -1.23 -7.00 1.79 0.382
H 0.06 -6.20 0.88 0.305
H -3.55 -6.64 -0.36 0.513
H -4.08 -5.14 0.42 0.498
H -3.58 -6.52 1.39 0.366
H -2.68 -5.49 3.05 0.371
H -2.58 -3.73 4.75 0.437
H -0.86 -2.85 0.18 -0.797
H -0.59 1.36 5.28 0.423
H 0.86 3.33 5.64 0.397
H 2.33 4.09 3.79 0.444
H 2.24 3.01 1.64 0.007
O -1.92 -0.58 -0.38 1.203
As -3.47 0.00 -0.39 0.852
C -4.27 0.31 -2.13 1.390
C -5.36 1.16 -2.28 -1.025
C -5.94 1.32 -3.53 -0.919
C -5.46 0.62 -4.62 -0.765
C -4.40 -0.27 -4.46 -0.862
C -3.79 -0.40 -3.22 -0.002
C -4.67 -1.46 0.13 0.512
C -5.71 -1.31 1.03 -0.594
C -6.60 -2.36 1.25 -0.843
C -6.45 -3.55 0.55 -0.457
C -5.42 -3.69 -0.37 -0.736
C -4.53 -2.65 -0.57 0.286
C -3.83 1.37 0.92 1.222
C -3.67 0.95 2.24 -0.659
C -3.76 1.88 3.27 -0.951
C -4.02 3.21 2.98 -0.625
C -4.23 3.61 1.67 -1.000
C -4.13 2.69 0.64 -1.001
H -5.75 1.68 -1.42 0.472
H -6.77 2.00 -3.65 0.431
H -5.92 0.75 -5.59 0.397
H -4.03 -0.83 -5.31 0.525
H -2.95 -1.07 -3.09 0.166
H -5.85 -0.37 1.55 0.420
H -7.41 -2.24 1.95 0.441
H -7.15 -4.36 0.71 0.403
H -5.32 -4.61 -0.93 0.544
H -3.73 -2.75 -1.30 -0.143
H -3.50 -0.10 2.45 0.462
H -3.61 1.56 4.30 0.382
H -4.05 3.94 3.78 0.398
H -4.46 4.64 1.44 0.421
H -4.27 3.01 -0.39 0.272
S 0.03 -2.83 -3.25 -0.325
C -0.02 -1.40 -2.28 0.518
N 0.85 -1.32 -1.32 1.547
C 1.67 -2.44 -1.30 -0.816
C 2.73 -2.68 -0.43 -0.500
C 3.43 -3.86 -0.55 -0.759
C 3.09 -4.82 -1.51 -0.784
C 2.05 -4.59 -2.39 -0.532
C 1.36 -3.40 -2.29 0.743
H -0.76 -0.64 -2.49 -0.717
H 2.97 -1.94 0.32 0.296
H 4.26 -4.06 0.12 0.469
H 3.65 -5.75 -1.57 0.393
H 1.77 -5.33 -3.13 0.460
C 2.04 -0.12 1.29 0.815
C 2.47 -0.44 2.42 0.178
C 2.90 -0.87 3.66 0.465
C 3.52 0.11 4.54 0.121
C 4.26 1.18 4.01 -0.081
C 4.84 2.13 4.81 -0.572
C 4.69 2.08 6.20 -0.601
C 3.93 1.05 6.75 -0.829
C 3.36 0.09 5.94 -0.123
C 2.70 -2.26 4.01 0.751
C 3.39 -2.91 5.06 -0.742
C 3.17 -4.24 5.35 -0.703
C 2.27 -5.00 4.62 -0.893
C 1.61 -4.40 3.55 -0.475
C 1.82 -3.07 3.24 0.799
H 4.38 1.23 2.93 0.214
H 5.43 2.93 4.37 0.468
H 5.14 2.83 6.83 0.382
H 3.79 1.01 7.82 0.355
H 2.74 -0.68 6.39 0.515
H 4.14 -2.36 5.61 0.572
H 3.71 -4.70 6.17 0.384
H 2.10 -6.04 4.85 0.391
H 0.92 -4.98 2.94 0.411
H 1.32 -2.61 2.40 -0.469
```

no.,E_tot (a.u.)
1,-7050.26757
2,-7907.47741